A molecular structure, C27H45ClIrN3P in a non-equilibrium geometry, computed with ωB97M-V/def2-TZVPD.

Computed properties:
- electronic energy (a.u.) = -2125.64982
- HOMO energy (spin up / spin down) (eV) = -5.14 / -8.66
- HOMO-LUMO gap (spin up / spin down) (eV) = 5.6 / 4.8
- 2S+1 = 6
- relative energy (zero: lowest compared OMol25 entry of this formula, charge and spin) (eV) = 0.000
- LUMO energy (spin up / spin down) (eV) = 0.5 / -3.8

Atoms and positions in Å:
Ir (1.01, 0.99, 1.47)
Cl (-0.70, 0.91, 3.24)
P (-0.27, -0.39, 0.10)
N (2.53, 5.38, 5.45)
N (1.00, 4.80, 3.57)
N (0.79, 2.91, 2.05)
C (-3.08, -3.56, 0.59)
C (-1.32, -1.93, 2.30)
C (-1.19, -1.91, 0.78)
C (-3.14, 1.35, -2.64)
C (2.84, 1.05, 2.60)
C (0.64, -1.25, -1.37)
C (1.66, 1.82, -0.13)
C (-2.50, 1.36, 0.25)
C (4.77, 2.17, 1.23)
C (-0.11, -2.41, -2.06)
C (1.98, -0.89, -3.52)
C (2.81, 2.73, -0.29)
C (1.16, -0.24, -2.40)
C (1.83, 5.06, 4.56)
C (-2.31, 0.24, -1.99)
C (-1.86, -3.27, 2.80)
C (-4.06, 2.08, -1.65)
C (2.10, -0.22, 2.64)
C (0.72, -3.08, -3.16)
C (4.29, 1.04, 2.15)
C (-1.53, 0.76, -0.77)
C (1.02, 3.75, 2.85)
C (-3.35, 2.49, -0.36)
C (1.26, -2.08, -4.19)
C (-3.17, -3.68, 2.12)
C (4.19, 2.05, -0.19)
C (-2.54, -2.20, 0.13)
H (-4.91, 1.43, -1.41)
H (-1.95, 1.74, 1.12)
H (-3.99, -3.04, 2.48)
H (1.56, -3.61, -2.69)
H (-1.65, -0.20, -2.74)
H (5.87, 2.11, 1.16)
H (0.86, 2.06, -0.85)
H (4.88, 1.11, 3.08)
H (2.70, 3.54, 0.44)
H (-0.36, -1.72, 2.78)
H (-4.10, 2.82, 0.38)
H (-2.71, 3.35, -0.56)
H (2.71, 3.18, -1.30)
H (2.93, -1.24, -3.11)
H (-2.43, -4.35, 0.20)
H (-0.89, 1.58, -1.14)
H (4.49, 0.07, 1.68)
H (1.76, 0.52, -1.89)
H (-2.48, -2.21, -0.96)
H (4.51, 3.14, 1.68)
H (1.65, -0.46, 3.61)
H (0.11, -3.84, -3.66)
H (-0.40, -3.18, -1.34)
H (-3.00, -0.55, -1.66)
H (0.43, -1.71, -4.81)
H (2.71, 1.70, 3.50)
H (-2.02, -3.21, 3.88)
H (-2.00, -1.13, 2.61)
H (4.88, 2.56, -0.88)
H (-4.48, 2.96, -2.14)
H (-4.07, -3.72, 0.14)
H (1.95, -2.60, -4.86)
H (0.31, 0.30, -2.85)
H (-3.16, 0.58, 0.64)
H (1.51, -1.68, -0.84)
H (-2.46, 2.07, -3.11)
H (-3.74, 0.92, -3.45)
H (-0.50, -2.73, 0.52)
H (-1.04, -2.03, -2.51)
H (-1.11, -4.05, 2.63)
H (2.21, -0.14, -4.29)
H (-3.25, -1.40, 0.40)
H (2.52, -1.06, 2.05)
H (4.13, 0.99, -0.49)
H (-3.44, -4.70, 2.39)